{"formula": "C4H8NO2", "method": "ωB97M-V/def2-TZVPD", "e_above_lowest_kcal_mol": 65.19, "total_energy_ev": -9861.9596, "multiplicity": 1, "max_force_ev_per_a": 1.42, "total_charge": -1, "orbital_gap_ev": 6.9, "symbols": ["O", "C", "C", "C", "C", "O", "N", "H", "H", "H", "H", "H", "H", "H", "H"], "coordinates": [[0.36954, 3.06837, 0.56227], [0.35584, 2.07462, -0.11737], [-0.18584, 0.72949, 0.26171], [0.78571, -0.41973, -0.01022], [0.09405, -1.79140, 0.49206], [-0.74187, -1.60298, 1.50271], [-1.39998, 0.59790, -0.59012], [0.74032, 2.09302, -1.16370], [-0.47226, 0.52189, 1.29227], [1.82722, -0.22122, 0.28374], [0.99307, -0.49245, -1.09850], [-0.35418, -2.22684, -0.43587], [1.01457, -2.41145, 0.68886], [-1.91867, -0.14290, -0.17246], [-1.10753, 0.22367, -1.49537]], "atomic_forces_ev_per_a": [[0.2, 0.2, 0.0], [-0.1, -0.3, 0.5], [0.2, -0.9, -0.7], [0.2, 0.0, -1.4], [1.1, 0.9, -0.1], [-0.2, -0.2, 0.2], [0.6, 0.5, -0.4], [0.0, 0.2, 0.0], [-0.2, 0.8, 0.2], [-0.3, -0.1, 1.1], [-0.5, 0.0, -0.1], [-0.1, -0.1, 0.0], [-0.3, -0.3, 0.1], [-0.6, -0.7, 0.5], [0.0, 0.1, 0.2]], "mulliken_charge": [-0.505, -0.313, 0.449, -0.891, -0.439, -0.859, -0.822, 0.227, 0.434, 0.430, 0.253, 0.153, 0.241, 0.375, 0.269]}